Density functional theory data (wB97M-V/def2-TZVPD) for a structure of composition C25H64HgO27S8 in a non-equilibrium geometry.

Last column: Mulliken charge in e.
CARTESIAN COORDINATES (ANGSTROEM)
1 Hg 48.531 -12.217 2.011  0.016
2 C 45.901 -12.408 -2.020  0.843
3 O 47.007 -11.767 -1.972  -0.311
4 O 45.340 -12.890 -3.011  -0.316
5 O 45.491 -12.881 -0.949  -0.231
6 O 45.599 -21.742 -7.877  -0.603
7 S 46.212 -20.573 -8.584  1.126
8 O 47.530 -20.123 -8.347  -0.568
9 O 45.935 -20.688 -10.192  -0.341
10 C 44.818 -21.501 -10.729  -0.251
11 C 44.075 -20.672 -11.734  -0.894
12 C 45.065 -19.197 -8.387  -0.856
13 H 44.053 -21.628 -9.962  0.290
14 H 45.352 -22.413 -10.995  0.337
15 H 43.052 -21.008 -11.897  0.303
16 H 44.520 -20.422 -12.697  0.302
17 H 44.163 -19.737 -11.180  0.217
18 H 45.375 -18.583 -7.541  0.394
19 H 44.097 -19.686 -8.284  0.274
20 H 45.224 -18.611 -9.292  0.271
21 O 40.972 -9.285 -10.016  -0.567
22 S 39.929 -9.691 -9.070  1.135
23 O 38.553 -9.136 -9.141  -0.582
24 O 39.927 -11.328 -8.830  -0.307
25 C 41.139 -12.045 -8.822  -0.137
26 C 41.696 -12.278 -10.209  -1.012
27 C 40.544 -9.295 -7.382  -0.956
28 H 41.102 -12.962 -8.234  0.367
29 H 41.763 -11.471 -8.137  0.097
30 H 41.367 -11.545 -10.946  0.314
31 H 41.207 -13.150 -10.642  0.318
32 H 42.783 -12.353 -10.241  0.314
33 H 40.553 -8.210 -7.274  0.372
34 H 41.573 -9.653 -7.343  0.322
35 H 39.964 -9.807 -6.614  0.324
36 O 43.408 -6.569 2.950  -0.574
37 S 43.174 -7.880 2.416  1.136
38 O 44.113 -8.976 2.577  -0.580
39 O 41.680 -8.361 2.890  -0.271
40 C 41.209 -9.538 2.383  -0.091
41 C 39.958 -10.081 3.119  -1.200
42 C 42.860 -7.679 0.562  -0.877
43 H 41.909 -10.346 2.595  0.292
44 H 41.081 -9.552 1.301  0.239
45 H 40.043 -11.161 3.001  0.336
46 H 39.079 -9.837 2.523  0.300
47 H 39.766 -9.813 4.158  0.319
48 H 42.366 -8.595 0.239  0.301
49 H 43.806 -7.434 0.080  0.350
50 H 42.193 -6.818 0.512  0.319
51 O 53.559 -14.192 -1.315  -0.587
52 S 54.386 -14.593 -2.479  1.123
53 O 55.219 -13.568 -3.063  -0.586
54 O 55.138 -16.024 -2.126  -0.259
55 C 56.133 -16.370 -2.988  -0.135
56 C 56.971 -17.592 -2.439  -1.184
57 C 53.287 -15.242 -3.817  -0.943
58 H 56.814 -15.546 -3.203  0.318
59 H 55.565 -16.364 -3.918  0.244
60 H 57.787 -18.023 -3.021  0.362
61 H 56.353 -18.434 -2.126  0.302
62 H 57.426 -17.268 -1.503  0.300
63 H 53.839 -15.625 -4.675  0.368
64 H 52.586 -14.436 -4.036  0.353
65 H 52.623 -16.002 -3.406  0.324
66 O 48.853 -20.723 1.288  -0.577
67 S 49.230 -19.694 0.269  1.060
68 O 49.418 -18.244 0.515  -0.536
69 O 50.462 -20.335 -0.752  -0.284
70 C 50.516 -21.713 -1.140  -0.097
71 C 51.896 -22.214 -1.383  -1.294
72 C 47.926 -19.856 -0.982  -0.960
73 H 50.011 -21.927 -2.081  0.291
74 H 50.145 -22.338 -0.327  0.337
75 H 52.543 -21.759 -0.634  0.345
76 H 52.371 -21.889 -2.309  0.306
77 H 51.950 -23.297 -1.273  0.347
78 H 47.736 -20.929 -1.012  0.340
79 H 48.389 -19.246 -1.757  0.322
80 H 47.094 -19.332 -0.512  0.399
81 O 36.382 -14.254 -0.832  -0.595
82 S 36.542 -14.354 -2.300  1.080
83 O 35.729 -15.294 -3.095  -0.567
84 O 36.637 -12.819 -2.974  -0.251
85 C 35.603 -11.933 -2.642  -0.334
86 C 34.165 -12.492 -3.037  -1.050
87 C 38.315 -14.721 -2.644  -0.913
88 H 35.710 -10.986 -3.171  0.319
89 H 35.690 -11.701 -1.581  0.322
90 H 33.564 -12.919 -2.235  0.324
91 H 34.225 -13.239 -3.828  0.332
92 H 33.599 -11.640 -3.415  0.351
93 H 38.576 -15.740 -2.359  0.370
94 H 38.990 -14.105 -2.049  0.313
95 H 38.474 -14.601 -3.715  0.298
96 O 48.125 -4.957 -5.980  -0.628
97 S 47.903 -5.025 -7.427  1.227
98 O 48.473 -4.022 -8.349  -0.596
99 O 48.213 -6.548 -7.992  -0.335
100 C 48.001 -7.720 -7.258  -0.238
101 C 47.389 -8.706 -8.202  -1.074
102 C 46.130 -5.041 -7.563  -0.782
103 H 47.263 -7.647 -6.459  0.309
104 H 49.003 -7.921 -6.877  0.335
105 H 47.343 -9.679 -7.713  0.359
106 H 47.797 -8.601 -9.208  0.333
107 H 46.358 -8.436 -8.431  0.248
108 H 45.820 -6.028 -7.908  0.186
109 H 45.864 -4.311 -8.328  0.346
110 H 45.775 -4.819 -6.557  0.313
111 O 53.462 -6.585 2.244  -0.577
112 S 52.038 -6.280 2.435  1.155
113 O 51.025 -7.222 2.925  -0.592
114 O 52.038 -4.917 3.403  -0.314
115 C 50.794 -4.543 3.977  -0.066
116 C 50.832 -3.398 4.919  -1.294
117 C 51.390 -5.504 0.879  -0.840
118 H 50.351 -5.438 4.413  0.332
119 H 50.172 -4.364 3.100  0.235
120 H 51.455 -3.581 5.794  0.325
121 H 49.865 -3.221 5.390  0.384
122 H 51.072 -2.433 4.474  0.316
123 H 50.648 -4.724 1.046  0.284
124 H 50.886 -6.333 0.383  0.317
125 H 52.115 -5.106 0.168  0.335

Forces on the atoms, in the same order (eV/Å):
Hg -0.012 0.000 -0.011
C 3.233 -0.604 -0.186
O -2.607 -0.658 -0.243
O -0.201 0.814 -0.276
O -0.415 0.455 0.716
O 1.941 2.467 -1.808
S -4.191 -1.626 0.495
O 0.793 -0.295 -0.310
O 0.675 -0.387 0.775
C 0.736 -0.337 0.625
C 0.719 0.964 -0.277
C 1.012 -0.260 0.171
H 0.534 -0.633 0.416
H -0.776 -0.172 -0.269
H 0.086 0.116 0.254
H 0.344 -0.600 0.002
H -1.071 0.519 -0.329
H -0.306 -0.281 0.193
H -0.053 0.534 -0.049
H -0.440 -0.007 0.117
O -1.889 -0.931 1.132
S -0.123 1.463 1.636
O 3.126 -2.200 -0.363
O -2.399 1.038 -0.890
C 1.781 0.873 0.479
C -0.605 -0.279 -0.730
C 0.211 -0.008 -0.914
H -1.128 -0.228 -0.326
H 0.874 0.202 -0.536
H 0.343 0.604 0.503
H 0.412 -0.550 0.257
H -0.137 -0.160 0.062
H -0.198 -0.123 -0.003
H -0.040 0.102 -0.005
H -0.225 0.197 -0.296
O -0.340 -1.036 0.179
S 0.164 -0.558 -2.193
O -1.128 1.197 0.198
O 1.499 2.763 0.469
C -0.430 -3.418 0.773
C -0.499 0.170 -1.531
C -0.057 0.217 2.020
H 0.709 0.257 -0.221
H -0.403 0.339 0.024
H -0.107 -0.080 0.429
H -0.257 0.280 0.293
H 0.554 0.127 -0.147
H 0.416 0.238 -0.296
H -0.075 -0.366 0.115
H -0.046 -0.132 -0.112
O 2.008 -1.603 -2.499
S -2.784 0.481 1.086
O 0.187 -1.393 0.394
O -1.802 2.552 2.907
C 2.312 -0.763 -2.315
C -1.086 0.461 0.433
C -0.330 0.399 1.180
H 0.318 0.193 0.609
H 0.837 -1.655 -0.902
H -0.263 0.575 -0.595
H -0.364 0.069 -0.291
H 0.043 0.303 -0.013
H -0.041 0.361 0.133
H 0.494 0.287 -0.380
H 0.472 -0.270 0.255
O 1.774 2.753 -1.609
S -1.555 -1.734 -0.440
O 0.585 -3.705 -0.261
O -0.362 1.778 1.292
C -0.673 -0.991 0.347
C 1.851 0.957 0.555
C 0.950 1.095 1.878
H -0.925 0.525 0.206
H -0.571 0.183 -0.043
H 0.148 -0.300 0.353
H -0.421 -0.169 -0.310
H -0.094 0.077 -0.164
H 0.112 0.281 -0.837
H -0.655 -0.699 -0.696
H -0.169 -0.056 -0.284
O -0.244 0.090 -2.982
S 1.317 -0.818 0.666
O 1.239 2.280 1.538
O 0.412 -2.268 0.135
C -2.610 -0.062 0.435
C 0.654 0.798 0.177
C -0.480 -0.064 0.084
H 0.639 -0.335 -0.267
H -0.283 -0.051 0.117
H 0.427 -0.042 0.237
H 0.196 0.139 -0.014
H -0.105 -0.066 -0.074
H -0.655 -0.145 -0.051
H -0.454 0.432 -0.141
H -0.050 0.115 0.137
O 0.547 -0.295 -2.045
S 0.191 0.583 0.378
O -0.860 -2.751 1.893
O 0.212 3.552 -0.864
C -0.057 -0.342 0.690
C -0.489 0.049 -0.600
C 0.073 0.058 -0.469
H 0.366 0.666 0.479
H -0.325 -0.860 0.293
H 0.366 -0.246 -0.596
H 0.761 -0.861 0.203
H -0.320 0.200 0.514
H -0.058 0.095 0.184
H -0.178 0.057 0.284
H -0.230 0.096 -0.347
O -2.941 0.179 0.565
S 0.614 1.496 -0.087
O 1.980 1.467 -0.802
O 1.418 -1.475 -0.491
C -1.466 -1.285 -1.093
C 0.146 0.838 0.906
C -0.268 -0.932 -0.002
H 0.067 0.089 0.437
H -0.563 0.598 0.178
H 0.454 -0.041 -0.268
H -0.382 -0.371 -0.362
H 0.399 -0.184 -0.160
H 0.070 -0.185 0.525
H -0.059 -0.012 0.002
H 0.530 -0.184 0.651

The energy relative to the best compared isomer or geometry (same formula, charge and spin) comes out at 11.324 eV. Its net charge is 0. The HOMO energy is -9.0 eV. As for the max |F|: 4.5 eV Å⁻¹.